No. 1
Entry from the Open Molecules 2025 dataset: a 3-piece molecular cluster, C25H57FN5O4 overall (wB97M-V/def2-TZVPD).

Geometry as XYZ:
```
92
Properties=species:S:1:pos:R:3:forces:R:3:lowdin_charge:R:1
C 2.6138 -1.9693 1.4833 0.133 -0.035 0.078 -0.110
C 2.0429 -3.1181 0.6528 0.035 -0.027 -0.005 -0.236
C 2.6261 -3.2567 -0.7633 0.006 -0.028 -0.003 -0.189
C 2.9100 -1.9396 -1.5043 0.004 -0.111 -0.210 -0.207
C 4.3986 -1.5957 -1.5825 0.035 0.108 0.175 -0.200
C 4.6726 -0.1162 -1.8696 0.009 -0.076 -0.042 -0.163
C 4.1146 0.8180 -0.7745 -0.154 -0.070 -0.025 -0.087
C 5.1240 1.6154 0.0088 0.099 0.080 0.140 -0.400
F 4.4538 2.4747 0.8663 0.075 -0.141 -0.077 0.060
C 6.1821 2.4190 -0.7434 -0.018 0.102 -0.084 -0.110
N 7.3253 2.7542 0.0736 -0.086 -0.077 0.121 -0.023
C 8.0795 1.6022 0.5515 0.047 0.000 0.026 -0.142
C 7.2499 0.3139 0.5932 -0.110 0.032 -0.009 -0.251
C 7.7836 -0.7530 1.5474 -0.087 -0.070 0.118 -0.118
C 7.4312 -2.1346 1.0488 -0.037 -0.048 -0.056 -0.251
N 6.6718 -2.9760 1.6019 -0.077 0.084 -0.012 0.125
N 5.8459 0.6931 0.9974 0.101 -0.154 -0.014 0.194
H 3.7140 -2.0077 1.4863 -0.067 -0.011 0.005 0.049
H 2.2995 -0.9896 1.1152 -0.028 -0.067 -0.004 0.055
H 2.2854 -2.0407 2.5217 0.005 0.008 -0.038 0.077
H 2.2361 -4.0496 1.1907 -0.078 0.003 -0.040 0.108
H 0.9546 -3.0222 0.6002 0.065 0.119 -0.001 0.108
H 3.5494 -3.8442 -0.7031 -0.013 0.072 -0.049 0.111
H 1.9338 -3.8504 -1.3636 0.032 -0.057 0.103 0.110
H 2.3455 -1.1177 -1.0616 -0.059 -0.085 -0.029 0.080
H 2.5321 -2.0177 -2.5274 -0.001 0.101 0.053 0.111
H 4.8711 -2.1932 -2.3664 0.013 -0.046 0.084 0.124
H 4.8955 -1.8897 -0.6438 -0.033 0.063 -0.048 0.087
H 4.2305 0.1620 -2.8286 0.007 -0.041 0.042 0.128
H 5.7513 0.0180 -1.9954 -0.082 0.044 -0.051 0.090
H 3.5610 0.2201 -0.0420 -0.065 0.126 -0.064 0.094
H 3.3882 1.5314 -1.1697 0.128 0.007 -0.059 0.145
H 6.5145 1.8761 -1.6305 -0.053 0.036 0.056 0.131
H 5.6874 3.3278 -1.0909 0.045 -0.041 -0.003 0.152
H 7.0940 3.4097 0.8067 0.040 -0.004 -0.032 0.124
H 8.4665 1.8102 1.5534 -0.032 0.028 -0.052 0.136
H 8.9496 1.4065 -0.0849 -0.060 0.019 0.019 0.137
H 7.1286 -0.1195 -0.4013 0.141 0.097 -0.016 0.139
H 7.3590 -0.6190 2.5502 0.126 0.098 -0.023 0.129
H 8.8665 -0.6332 1.6422 -0.033 -0.078 -0.101 0.134
H 7.8513 -2.4032 0.0737 0.023 0.007 0.075 0.122
H 6.3179 -2.6468 2.5039 0.071 -0.032 0.020 0.059
H 5.2751 -0.1481 1.1344 0.008 0.007 0.013 0.160
H 5.8854 1.1851 1.8940 -0.079 0.022 -0.014 0.192
C -4.2306 -2.5485 -3.6210 -0.065 -0.034 -0.044 -0.114
O -3.9646 -1.1909 -3.9037 0.122 -0.015 0.048 -0.194
C -4.5905 -0.2681 -3.0225 -0.089 -0.002 -0.001 -0.214
C -3.5563 0.4980 -2.2315 0.092 0.048 0.042 -0.213
N -2.8518 -0.3763 -1.3050 0.070 -0.031 -0.093 -0.034
C -1.7050 0.2290 -0.6481 -0.052 0.012 0.053 -0.201
C -0.5331 0.6726 -1.5166 0.013 0.032 0.012 -0.217
O 0.1666 -0.3953 -2.1339 0.004 0.009 0.027 -0.210
C -0.3644 -0.8378 -3.3720 0.056 -0.014 -0.016 -0.087
H -3.8040 -3.1346 -4.4327 0.007 -0.004 0.003 0.089
H -3.7831 -2.8744 -2.6743 -0.016 0.031 0.012 0.082
H -5.3063 -2.7435 -3.5754 -0.002 -0.011 -0.013 0.090
H -5.2746 -0.7953 -2.3498 0.018 0.025 0.032 0.116
H -5.1736 0.4358 -3.6217 -0.018 -0.030 -0.020 0.128
H -4.0533 1.2880 -1.6588 0.035 0.016 -0.007 0.115
H -2.8845 0.9876 -2.9510 -0.051 0.030 -0.021 0.110
H -2.5605 -1.2152 -1.7908 -0.024 0.006 0.011 0.079
H -1.3216 -0.4862 0.0857 -0.006 0.010 0.018 0.120
H -2.0542 1.1051 -0.0897 0.023 -0.019 -0.059 0.104
H 0.1895 1.1693 -0.8610 0.017 -0.001 -0.022 0.115
H -0.8366 1.4031 -2.2754 -0.042 -0.017 0.008 0.114
H -0.8213 -0.0146 -3.9272 -0.003 -0.004 -0.011 0.092
H -1.1099 -1.6268 -3.2476 -0.024 0.033 -0.003 0.077
H 0.4627 -1.2399 -3.9578 -0.001 0.003 0.000 0.083
C -3.9143 1.8542 1.9988 0.014 -0.012 0.025 -0.119
O -4.9581 1.8546 1.0505 0.009 0.020 0.000 -0.191
C -5.5207 0.5734 0.7873 0.004 -0.133 -0.048 -0.217
C -6.9177 0.4400 1.3512 -0.009 0.062 0.054 -0.214
N -6.9039 0.4209 2.8039 0.064 0.102 -0.020 -0.051
C -8.2172 0.4135 3.4348 0.010 -0.093 0.035 -0.201
C -9.1296 1.6099 3.1975 -0.068 -0.005 -0.023 -0.227
O -8.6559 2.8125 3.7724 0.062 0.006 0.024 -0.177
C -7.7933 3.5804 2.9600 -0.027 0.041 0.012 -0.105
H -3.4720 2.8494 1.9905 0.003 0.008 0.002 0.091
H -4.2653 1.6365 3.0134 -0.016 -0.019 -0.010 0.082
H -3.1444 1.1172 1.7436 -0.035 0.021 0.043 0.068
H -4.8681 -0.2104 1.1830 -0.037 -0.019 -0.005 0.125
H -5.5659 0.4539 -0.2981 0.000 0.000 0.045 0.096
H -7.3422 -0.5041 0.9939 -0.019 0.005 0.004 0.126
H -7.5284 1.2522 0.9309 0.002 -0.016 -0.029 0.109
H -6.3764 1.2148 3.1431 -0.026 0.012 0.019 0.074
H -8.0667 0.3186 4.5124 -0.006 -0.011 -0.003 0.120
H -8.7485 -0.4871 3.1080 0.003 -0.001 -0.009 0.118
H -10.0853 1.3970 3.6822 -0.006 0.025 -0.007 0.122
H -9.3339 1.7646 2.1306 0.025 -0.026 0.003 0.110
H -8.0612 3.4968 1.9019 0.000 0.016 -0.004 0.088
H -6.7428 3.2935 3.0734 -0.007 -0.016 -0.035 0.071
H -7.8968 4.6210 3.2656 0.002 -0.004 0.002 0.088
```
Forces are in eV/Å.

## Properties
* LUMO level: -2.67 eV
* strongest force on any atom: 0.2 eV Å⁻¹
* charge: +1
* HOMO level: -9.789 eV
* gap between HOMO and LUMO: 7.11 eV


No. 2
Entry from the Open Molecules 2025 dataset: C31H38GeN3O2Tb as an isolated structure (wB97M-V/def2-TZVPD).

Geometry as XYZ:
```
76
Properties=species:S:1:pos:R:3:forces:R:3:lowdin_spin:R:1
Tb 0.9002 -0.1833 -0.3249 0.557 0.575 -0.044 6.116
N 1.3169 2.1602 -1.3530 -0.052 -0.034 0.188 -0.014
C 2.1138 2.3541 -2.5996 -0.056 0.004 -0.049 0.000
C 3.6178 2.2585 -2.3691 -0.004 0.036 -0.045 0.000
C 4.1248 1.0887 -1.5295 0.049 -0.005 0.082 0.000
C 3.9271 -0.3115 -2.0865 0.051 -0.037 -0.084 0.000
N 2.4935 -0.7046 -2.1799 -0.142 0.013 0.137 -0.015
H 0.3838 2.5358 -1.5126 0.019 0.064 0.010 0.000
H 1.6979 2.7612 -0.6220 0.067 0.026 -0.058 0.000
H 1.8901 3.3296 -3.0348 0.009 -0.001 0.014 0.000
H 1.7672 1.6158 -3.3238 0.020 -0.006 0.007 0.000
H 3.9506 3.1832 -1.8905 -0.016 -0.004 0.027 0.000
H 4.0973 2.2545 -3.3511 0.001 -0.024 0.002 0.000
H 3.7008 1.1416 -0.5222 -0.019 -0.010 -0.019 0.000
H 5.1985 1.2253 -1.3836 0.000 0.005 -0.036 0.000
H 4.4136 -1.0310 -1.4265 -0.006 0.022 0.011 0.000
H 4.4074 -0.4131 -3.0625 -0.015 0.033 0.003 0.000
H 2.4173 -1.7184 -2.2358 0.052 -0.007 -0.055 0.000
H 2.0962 -0.3623 -3.0495 0.029 -0.032 -0.041 0.000
C 4.3358 0.0090 5.3532 0.010 -0.003 0.002 0.000
C 3.6968 0.1597 4.0102 0.002 0.010 0.051 0.000
C 2.9949 1.3210 3.6763 -0.052 0.016 -0.106 0.000
C 2.4092 1.4448 2.4339 0.114 -0.022 0.020 0.000
N 2.5043 0.4913 1.4917 -0.434 0.039 0.014 -0.015
C 3.1857 -0.6118 1.8167 0.187 -0.382 -0.250 -0.001
C 3.7810 -0.8349 3.0380 -0.040 0.312 -0.019 0.000
H 3.6084 0.1801 6.1470 -0.001 0.005 0.003 0.000
H 5.1260 0.7523 5.4716 0.005 -0.004 0.017 0.000
H 4.7706 -0.9788 5.4829 0.002 -0.004 0.007 0.000
H 2.8980 2.1291 4.3892 0.011 -0.004 0.019 0.000
H 1.8465 2.3339 2.1758 -0.007 -0.008 -0.005 0.000
H 3.2599 -1.3747 1.0437 -0.036 -0.040 0.041 0.000
H 4.3034 -1.7629 3.2218 0.026 0.005 0.015 0.000
O 1.0328 -2.4523 -0.5332 -0.065 -0.495 -0.203 -0.011
C 0.3011 -2.5405 0.5026 -0.105 0.317 0.050 -0.006
O 0.4085 -1.5835 1.3390 -0.192 -0.228 0.497 -0.013
C -0.8297 -3.4990 0.6855 0.133 -0.067 -0.065 0.000
C -2.1136 -2.7097 1.0185 -0.128 0.001 0.091 0.000
Ge -2.4767 -1.0056 0.0796 0.040 -0.035 0.138 -0.001
C -1.6338 0.6188 0.8620 -0.096 0.150 0.012 -0.008
C -1.2005 0.6979 2.1946 0.064 -0.095 -0.034 -0.005
C -0.9922 1.9242 2.8117 0.057 0.001 -0.029 0.001
C -1.1783 3.1064 2.1061 0.006 0.006 0.029 -0.002
C -1.5997 3.0628 0.7839 0.038 -0.039 -0.005 0.001
C -1.8425 1.8339 0.1822 -0.037 -0.022 -0.023 -0.005
C -4.3666 -0.6188 -0.0124 -0.060 -0.068 -0.083 0.000
C -4.9358 0.4720 0.6397 0.060 0.060 0.091 0.000
C -6.3019 0.7028 0.5645 -0.053 -0.027 -0.022 0.000
C -7.1126 -0.1538 -0.1658 0.037 -0.002 -0.001 0.000
C -6.5573 -1.2475 -0.8171 -0.055 0.057 0.035 0.000
C -5.1937 -1.4778 -0.7366 0.028 -0.083 -0.082 0.000
C -1.6675 -1.1873 -1.7126 0.046 -0.118 -0.224 -0.006
C -1.7611 -2.4271 -2.3551 0.007 -0.013 -0.017 0.000
C -1.2626 -2.6232 -3.6334 0.009 0.008 -0.002 -0.002
C -0.6439 -1.5814 -4.3153 -0.003 0.001 0.009 0.000
C -0.5443 -0.3382 -3.7119 -0.001 -0.035 0.018 -0.002
C -1.0516 -0.1519 -2.4258 -0.031 0.103 0.006 -0.007
H -0.5834 -4.1612 1.5190 -0.003 -0.016 -0.008 0.000
H -0.9264 -4.1174 -0.2035 0.015 0.026 -0.011 0.000
H -2.1361 -2.4845 2.0858 -0.015 0.022 -0.009 0.000
H -2.9814 -3.3462 0.8338 0.002 0.007 0.010 0.000
H -1.0360 -0.2108 2.7596 -0.042 0.002 0.004 0.000
H -0.6969 1.9551 3.8526 0.007 0.004 0.003 0.000
H -1.0265 4.0596 2.5959 0.001 0.006 -0.004 0.000
H -1.7889 3.9791 0.2390 -0.008 0.008 0.011 0.000
H -2.2830 1.8257 -0.8091 -0.039 0.034 0.015 0.000
H -4.3262 1.1517 1.2250 0.026 -0.023 -0.020 0.000
H -6.7343 1.5499 1.0800 0.003 0.004 0.001 0.000
H -8.1769 0.0285 -0.2258 -0.006 -0.002 0.002 0.000
H -7.1884 -1.9183 -1.3841 0.009 -0.011 -0.005 0.000
H -4.7843 -2.3397 -1.2547 0.032 0.015 0.007 0.000
H -2.2443 -3.2625 -1.8620 -0.012 0.022 0.031 0.000
H -1.3641 -3.5911 -4.1063 0.003 -0.002 -0.004 0.000
H -0.2722 -1.7349 -5.3195 0.006 0.007 -0.004 0.000
H -0.1184 0.4974 -4.2549 -0.010 0.005 -0.007 0.000
H -1.0440 0.8563 -2.0156 -0.002 -0.026 -0.060 -0.001
```
Forces are in eV/Å.

## Properties
* LUMO level (alpha / beta): -5.59 / -5.33 eV
* strongest force on any atom: 0.8 eV Å⁻¹
* charge: +2
* spin multiplicity: 7
* HOMO level (alpha / beta): -13.729 / -13.729 eV
* gap between HOMO and LUMO (alpha / beta): 8.14 / 8.40 eV
* ⟨S²⟩: 12.68